# 1
{"formula": "C6H8N", "method": "ωB97M-V/def2-TZVPD", "species": ["C", "C", "C", "C", "C", "C", "N", "H", "H", "H", "H", "H", "H", "H", "H"], "positions_angstrom": [[-1.7962, -0.7817, 0.4376], [-1.7905, 0.5651, 0.2154], [0.8224, -1.2416, -0.0565], [0.8061, 1.2030, 0.0088], [1.6014, -0.0203, 0.3385], [-0.5802, -0.9554, -0.3353], [-0.5258, 0.6002, -0.5680], [-2.4286, -1.5934, 1.0407], [-2.3600, 1.4035, 0.3671], [1.2014, -1.7399, -1.0552], [0.9511, -1.9880, 0.6334], [0.6731, 1.9261, 0.9396], [1.4445, 1.7851, -0.6624], [2.6988, -0.0538, 0.1970], [-0.7176, 0.8912, -1.5007]], "e_above_lowest_kcal_mol": 156.47, "homo_energy_ev": [-12.80, -13.51], "lumo_energy_ev": [-5.529, -4.189], "total_charge": 1, "total_energy_ha": -287.70689, "homo_lumo_gap_ev": [7.273, 9.322], "multiplicity": 1}

=====

# 2
{"formula": "C4H7ClFN", "method": "ωB97M-V/def2-TZVPD", "species": ["C", "C", "C", "C", "H", "H", "H", "H", "H", "H", "H", "N", "F", "Cl"], "positions_angstrom": [[-1.4549, 0.5054, 0.2329], [-0.2498, 0.2178, -0.6652], [0.4740, -1.0899, -0.3231], [1.4547, -0.2254, 0.4329], [-1.0994, 0.5583, 1.2726], [-0.6077, 0.3788, -1.6797], [0.0447, -1.9651, 0.2003], [0.8981, -1.5803, -1.1904], [1.2489, -0.2124, 1.5054], [2.5014, -0.3911, 0.2658], [0.6046, 1.7570, 0.3055], [0.8950, 0.9766, -0.2493], [-1.9063, 1.6996, -0.1109], [-2.8034, -0.6294, 0.0032]], "e_above_lowest_kcal_mol": 9.28, "smiles": "F[C@@H](Cl)[C@@H]1CCN1", "homo_energy_ev": -9.40, "lumo_energy_ev": 0.954, "total_charge": 0, "total_energy_ha": -771.38356, "homo_lumo_gap_ev": 10.350, "multiplicity": 1}

=====

# 3
{"formula": "C25H27LuN11O6PS4", "method": "ωB97M-V/def2-TZVPD", "species": ["Lu", "C", "O", "C", "C", "O", "C", "H", "H", "H", "H", "H", "H", "H", "H", "H", "H", "N", "C", "N", "N", "N", "N", "C", "N", "N", "N", "N", "H", "N", "C", "N", "C", "C", "C", "C", "C", "C", "S", "H", "H", "H", "H", "H", "H", "S", "P", "S", "C", "C", "C", "C", "C", "C", "C", "C", "C", "C", "C", "C", "H", "H", "H", "H", "H", "H", "H", "H", "H", "H", "O", "S", "O", "O", "O"], "positions_angstrom": [[-1.2233, 1.2500, 0.3468], [1.4568, 0.0611, 2.7256], [0.6504, 1.1899, 2.4013], [1.3663, 2.4175, 2.4928], [2.0023, 2.7998, 1.1655], [0.9504, 3.0519, 0.2641], [1.3273, 3.8681, -0.8308], [2.3123, -0.0393, 2.0527], [0.8098, -0.8049, 2.6290], [1.8040, 0.1467, 3.7631], [2.1296, 2.3535, 3.2779], [0.6225, 3.1734, 2.7541], [2.6339, 1.9859, 0.7853], [2.6156, 3.7016, 1.2950], [1.6635, 4.8511, -0.4743], [0.4364, 3.9737, -1.4438], [2.1118, 3.3996, -1.4269], [-2.8212, 4.3764, -0.5054], [-2.5688, 4.1388, 0.8338], [-3.1673, 4.8014, 1.8172], [-2.5855, 4.3507, 2.9313], [-1.6849, 3.4778, 2.6462], [-1.6227, 3.3093, 1.3061], [-2.5186, 3.4515, -1.4880], [-3.1158, 3.4064, -2.6677], [-2.5047, 2.4087, -3.3186], [-1.5842, 1.8948, -2.5909], [-1.5176, 2.5536, -1.4111], [-3.6745, 4.8844, -0.6756], [-1.7249, 0.8212, 4.4305], [-2.1243, -0.3585, 3.8737], [-1.3337, -1.1675, 3.2538], [-1.9730, -2.3447, 2.9386], [-1.4298, -3.3836, 2.1912], [-2.1951, -4.5105, 1.9463], [-3.4896, -4.6230, 2.4463], [-4.0443, -3.6016, 3.2010], [-3.2859, -2.4698, 3.4327], [-3.7206, -1.0227, 4.2850], [-0.9745, 1.2350, 3.8855], [-2.4782, 1.4908, 4.5166], [-0.4401, -3.2741, 1.7684], [-1.7832, -5.3065, 1.3371], [-4.0765, -5.5050, 2.2200], [-5.0592, -3.6604, 3.5710], [2.8749, 1.5640, -3.0564], [2.1000, -0.0499, -2.2413], [1.1223, -0.0416, -0.4801], [3.4827, -1.1976, -1.8386], [4.6491, -0.6435, -1.3225], [5.7083, -1.4554, -0.9502], [5.6121, -2.8315, -1.1040], [4.4385, -3.3908, -1.5860], [3.3718, -2.5793, -1.9421], [1.1540, -0.9935, -3.4903], [1.8360, -1.5720, -4.5576], [1.1459, -2.3326, -5.4857], [-0.2276, -2.5002, -5.3587], [-0.9094, -1.8844, -4.3211], [-0.2227, -1.1282, -3.3811], [4.7159, 0.4339, -1.2345], [6.6120, -1.0166, -0.5445], [6.4485, -3.4695, -0.8455], [4.3493, -4.4659, -1.6856], [2.4512, -3.0181, -2.3036], [2.9071, -1.4313, -4.6421], [1.6803, -2.8017, -6.3036], [-0.7607, -3.1179, -6.0717], [-1.9814, -1.9960, -4.2297], [-0.7532, -0.6543, -2.5643], [-1.9362, -0.7234, 0.3980], [-3.2676, -0.0847, 0.7260], [-3.5309, 0.8146, -0.4140], [-2.9323, 0.8442, 1.8588], [-4.3090, -1.0292, 1.0199]], "e_above_lowest_kcal_mol": 24.06, "homo_energy_ev": -3.12, "lumo_energy_ev": 4.167, "total_charge": -2, "total_energy_ha": -5192.58108, "homo_lumo_gap_ev": 7.290, "multiplicity": 1}

=====

Please write out number 2 again, unchanged.
{"formula": "C4H7ClFN", "method": "ωB97M-V/def2-TZVPD", "species": ["C", "C", "C", "C", "H", "H", "H", "H", "H", "H", "H", "N", "F", "Cl"], "positions_angstrom": [[-1.4549, 0.5054, 0.2329], [-0.2498, 0.2178, -0.6652], [0.4740, -1.0899, -0.3231], [1.4547, -0.2254, 0.4329], [-1.0994, 0.5583, 1.2726], [-0.6077, 0.3788, -1.6797], [0.0447, -1.9651, 0.2003], [0.8981, -1.5803, -1.1904], [1.2489, -0.2124, 1.5054], [2.5014, -0.3911, 0.2658], [0.6046, 1.7570, 0.3055], [0.8950, 0.9766, -0.2493], [-1.9063, 1.6996, -0.1109], [-2.8034, -0.6294, 0.0032]], "e_above_lowest_kcal_mol": 9.28, "smiles": "F[C@@H](Cl)[C@@H]1CCN1", "homo_energy_ev": -9.40, "lumo_energy_ev": 0.954, "total_charge": 0, "total_energy_ha": -771.38356, "homo_lumo_gap_ev": 10.350, "multiplicity": 1}

=====

Which formula does entry 3 have?
C25H27LuN11O6PS4

=====

Which formula does entry 3 have?
C25H27LuN11O6PS4